C14H14F3N3O2 in the gas phase in a non-equilibrium geometry. Source: OMol25; level of theory: ωB97M-V/def2-TZVPD.

Each line ends with the Löwdin charge.
Positions of all 36 atoms, in Å:
O  -0.56394  0.13875  2.53994  0.0883
O  -3.55843  1.41420  -1.10149  0.1479
F  -4.52547  0.55714  -4.26628  0.1004
F  -4.92106  2.41203  -3.03467  0.0990
F  -2.94162  2.17089  -3.98070  0.1376
C  0.38390  0.20820  1.82712  -0.3926
C  -3.39771  0.80736  -2.10039  -0.2965
C  -2.36390  -0.15943  -2.16073  -0.1105
C  -1.39821  -0.43915  -1.25493  -0.1572
C  4.05834  1.21790  2.19242  -0.0740
C  4.44001  0.73353  3.46797  -0.0825
C  2.71522  1.09257  1.66465  -0.0102
C  3.52960  -0.09516  4.06443  -0.0444
C  1.73350  0.44056  2.48220  -0.0949
C  2.13662  -0.18137  3.67589  -0.2560
N  1.41789  -1.19907  4.26372  0.0998
N  0.14160  0.54788  0.44788  0.0597
N  -1.14785  0.33533  -0.13237  0.0780
C  -3.94743  1.46971  -3.37891  -0.4198
C  -2.03869  -0.85404  -3.44550  -0.0954
C  -0.58318  -1.55129  -1.72051  -0.1910
C  -0.80420  -1.80772  -3.08682  -0.1425
H  4.73070  1.69386  1.53410  0.0716
H  5.41521  0.80762  3.91011  0.1009
H  2.37443  1.48651  0.70531  0.0876
H  3.84145  -0.56545  4.99694  0.1063
H  1.72350  -1.51832  5.19696  0.1095
H  0.39158  -1.07874  4.11930  0.1016
H  0.98047  0.80258  -0.20908  0.1707
H  -1.97744  0.71771  0.32757  0.1487
H  -2.80398  -1.46234  -3.82050  0.0948
H  -1.66399  -0.25968  -4.17472  0.0784
H  0.37141  -1.15594  -1.58461  0.0973
H  -0.67590  -2.48928  -1.17514  0.1468
H  -1.16359  -2.82529  -3.27540  0.1281
H  0.09117  -1.41207  -3.51374  0.1146

The value obtained for the energy above the lowest of the compared OMol25 structures with the same formula, charge and spin is 2.522 eV. The calculation puts the max |F| at 4.247 eV/Å. For the calculated total energy, the calculation gives -31459.595 eV. The structure (SMILES) is Nc1ccccc1C(=O)NNC1=C(C(=O)C(F)(F)F)CCC1. The HOMO energy is -8.225 eV. The value obtained for the HOMO-LUMO gap is 0.3042 hartree.

C14H14F3N3O3S in the gas phase in a non-equilibrium geometry. Source: OMol25; level of theory: ωB97M-V/def2-TZVPD.

Each line ends with the Löwdin charge.
Positions of all 38 atoms, in Å:
O  -0.73508  2.80653  -2.57061  0.0575
F  4.21875  -0.69675  5.78308  0.1440
F  2.80578  -2.53629  5.75390  0.1437
F  3.58224  -1.62425  7.65336  0.1595
N  -0.58793  1.18218  -0.20894  0.0451
O  2.04976  -0.49327  6.52802  0.0835
O  1.56691  0.21164  -3.51203  -0.1013
S  1.26543  -0.18783  1.31813  1.0510
C  0.04618  1.86323  -2.46865  -0.3907
C  -0.24554  0.68767  0.94659  -0.5477
C  0.00098  0.34348  5.69541  0.0193
C  1.63348  -0.47758  4.10764  -0.0264
C  -0.81774  0.74222  4.61382  -0.0021
C  1.26319  -0.22808  5.43274  -0.2472
C  0.81544  -0.08790  3.06056  -0.4214
C  -0.40041  0.56172  3.30496  -0.2389
N  0.16938  1.05732  -1.33078  0.0334
N  -1.01265  0.95160  2.09106  -0.0949
C  3.18393  -1.36860  6.38705  -0.5384
C  -2.01561  2.04335  2.05815  -0.0194
C  1.20995  -0.57206  -4.61524  -0.2177
C  0.96517  1.49684  -3.63824  -0.2447
C  0.89666  0.41814  -5.72230  -0.1558
C  0.11769  1.47936  -4.92198  -0.1159
H  -0.27198  0.56997  6.73096  0.1250
H  2.59180  -0.87902  3.82922  0.1099
H  -1.74054  1.25241  4.85002  0.1064
H  0.89188  0.34822  -1.38709  0.1125
H  -2.78865  1.89898  2.82070  0.0808
H  -1.54727  3.02452  2.27708  0.1033
H  -2.46483  2.06575  1.06156  0.0826
H  0.36363  -1.18332  -4.39409  0.1112
H  2.00547  -1.28063  -4.91858  0.1304
H  1.77556  2.25270  -3.65614  0.1680
H  1.81338  0.86467  -6.12881  0.1189
H  0.29520  -0.00578  -6.54005  0.1189
H  -0.92419  1.16103  -4.73860  0.1326
H  0.13331  2.44653  -5.44318  0.1249

The value obtained for the energy above the lowest of the compared OMol25 structures with the same formula, charge and spin is 2.809 eV. The calculation puts the max |F| at 2.747 eV/Å. For the calculated total energy, the calculation gives -44344.895 eV. The structure (SMILES) is Cn1/c(=N/NC(=O)[C@@H]2CCCO2)sc2cc(OC(F)(F)F)ccc21. The HOMO energy is -7.639 eV. The value obtained for the HOMO-LUMO gap is 0.3021 hartree.

A molecular structure, C14H14GaNO5 in a non-equilibrium geometry. Source: OMol25; level of theory: ωB97M-V/def2-TZVPD.

Each line ends with the Löwdin charge.
Positions of all 35 atoms, in Å:
O  -0.78331  3.66698  -0.27007  -0.0464
C  -1.49850  4.57124  -0.45773  0.1036
Ga  -1.55062  -0.36968  -1.28648  0.3425
O  -3.37200  1.48615  0.73741  0.2224
C  -2.61950  0.84181  0.13342  0.0531
C  -3.01468  -1.93735  -2.14027  0.0867
O  -3.66615  -2.54613  -2.85889  0.2238
C  -1.37840  -0.03078  -3.33237  -0.1546
O  -1.41922  -0.06981  -4.48801  0.2097
C  -3.54671  1.38015  -2.55659  0.0585
O  -3.95521  2.10148  -3.34867  0.1659
H  -0.69740  0.73088  -2.11153  0.0208
C  0.25369  1.12392  1.79558  0.0193
N  1.45743  1.36714  0.93987  -0.1530
C  2.70297  1.21673  1.75470  0.0186
C  1.50483  0.50633  -0.34068  -0.0735
C  1.09877  -0.88626  -0.00576  -0.2672
C  2.03136  -1.70628  0.64341  -0.0184
C  1.59364  -2.90208  1.22231  -0.0200
C  0.27174  -3.33945  1.07092  -0.0188
C  -0.60006  -2.55301  0.30321  -0.0990
C  -0.20397  -1.34301  -0.24061  -0.2032
H  0.31335  0.12694  2.24822  0.1233
H  -0.65485  1.20589  1.19403  0.0421
H  0.25442  1.87724  2.59052  0.1275
H  1.40312  2.35042  0.61083  0.1771
H  2.71029  0.24102  2.25758  0.1077
H  3.56947  1.33596  1.09879  0.1179
H  2.71495  2.01969  2.49600  0.1186
H  0.85114  1.00936  -1.06242  0.0801
H  2.54159  0.55909  -0.69686  0.1466
H  3.08085  -1.37102  0.68721  0.1345
H  2.31093  -3.51087  1.76523  0.1260
H  -0.07880  -4.27496  1.53216  0.1333
H  -1.62520  -2.87772  0.11553  0.0946

The value obtained for the energy above the lowest of the compared OMol25 structures with the same formula, charge and spin is 1.046 eV. The calculation puts the max |F| at 6.284 eV/Å. For the calculated total energy, the calculation gives -78826.883 eV. As for the net charge: +2. The HOMO energy is -15.645 eV. The value obtained for the HOMO-LUMO gap is 0.2724 hartree.

C14H14N2O6 in the gas phase in a non-equilibrium geometry. Source: OMol25; level of theory: ωB97M-V/def2-TZVPD.

Each line ends with the Löwdin charge.
Positions of all 36 atoms, in Å:
C  1.52814  1.30360  -6.02695  -0.1333
C  1.15188  0.75891  -4.78284  -0.2009
H  0.71119  -0.19941  -4.99570  0.1078
H  2.04407  0.53125  -4.05979  0.1543
O  0.25570  1.77906  -3.84287  -0.0235
C  -0.19361  1.12890  -2.69192  -0.3720
O  -0.00516  -0.01663  -2.16444  0.0639
C  -0.93377  2.28058  -2.06559  0.0064
N  -1.47086  1.69248  -0.82900  0.0162
C  -0.99255  1.87548  0.32200  -0.3732
O  0.11194  2.48320  0.50750  0.0705
C  -1.47302  0.89513  1.40844  -0.2066
C  -0.69435  0.10264  1.94599  -0.2479
C  -0.30972  -0.22399  3.15843  -0.0727
C  0.64134  -0.95139  3.75611  0.0370
C  1.21702  -1.96566  2.84852  -0.0918
C  0.90052  -1.71321  1.46287  -0.0873
C  0.04455  -0.92447  1.00065  0.0014
H  0.05763  -0.72302  -0.21414  0.1620
H  1.62491  -2.49453  0.73866  0.1979
N  2.33200  -2.71923  3.37270  -0.3264
O  2.90194  -3.66083  2.51513  -0.0720
O  2.50861  -2.92023  4.44751  0.1569
H  0.74844  -1.33533  4.74815  0.1152
H  -0.64008  0.57854  3.91124  0.1561
H  -2.01922  1.52747  2.07964  0.1569
C  -2.89431  0.29847  0.59281  0.1326
C  -2.43583  0.69653  -0.98643  -0.3005
O  -3.27807  0.30408  -1.81486  0.0862
H  -3.81562  0.45451  0.84834  0.0301
H  -2.54908  -0.86593  0.49108  0.1642
H  -0.38774  3.19212  -1.79620  0.1501
H  -1.81917  2.42979  -2.84266  0.1914
H  2.01495  2.34166  -5.68489  0.1280
H  0.65044  1.56773  -6.49763  0.0422
H  2.37643  0.59913  -6.65216  0.1806

The calculation puts the max |F| at 18.008 eV/Å. For the calculated total energy, the calculation gives -29996.858 eV. The structure (SMILES) is CCOC(=O)CN1C(=O)C[C@@H](c2ccc([N+](=O)[O-])cc2)C1=O. The HOMO energy is -9.174 eV. The value obtained for the HOMO-LUMO gap is 0.2904 hartree.

C14H14N2OS4 in the gas phase in a non-equilibrium geometry. Source: OMol25; level of theory: ωB97M-V/def2-TZVPD.

Each line ends with the Löwdin charge.
Positions of all 35 atoms, in Å:
O  -1.06207  -1.64550  4.22515  0.0394
S  2.20949  -5.59195  3.73999  0.5407
N  -2.34007  1.51554  -1.98017  0.1237
S  0.05612  0.62530  1.28919  1.0825
S  1.60925  -2.91190  4.67225  0.8920
S  3.03189  -3.24072  1.98781  0.8423
C  -0.26593  -1.29762  3.32566  -0.4780
C  2.34355  -3.89673  3.44280  -1.4307
C  -1.77900  -1.26386  1.40309  -0.0487
C  -2.08840  -0.46861  0.17803  -0.0485
C  -0.75083  -0.70349  2.09563  -0.4742
C  -1.17399  0.59165  0.02531  -0.4554
C  -2.37300  2.49675  -2.95659  -0.0862
C  -1.32126  1.56715  -1.05424  -0.2799
C  -0.27524  2.53246  -1.26388  -0.0591
C  -0.35325  3.56073  -2.11179  -0.0298
C  -1.42251  3.47268  -3.05048  -0.3163
N  -1.32755  4.32071  -4.16258  0.0995
C  1.12617  -1.28443  3.80596  -0.3584
C  5.44829  -3.76405  0.90550  -0.1779
C  4.67738  -3.98433  2.15901  -0.5590
H  -2.45780  -1.95031  1.81130  0.1038
H  -2.89266  -0.67624  -0.58486  0.1253
H  -3.04242  2.62200  -3.81487  0.1121
H  0.68212  2.62858  -0.62479  0.1253
H  0.31673  4.36427  -2.27809  0.1062
H  -0.96334  5.22973  -4.09897  0.0742
H  -2.02862  4.09576  -4.84352  0.0801
H  1.11544  -0.43541  4.43009  0.0882
H  1.67569  -1.02515  2.94331  0.0198
H  5.88921  -2.77135  0.93483  0.0702
H  6.31936  -4.51347  0.96178  0.1128
H  4.78720  -3.88853  0.07379  0.0526
H  5.26210  -3.57014  2.96990  0.0873
H  4.57249  -5.00325  2.39139  0.0241

The value obtained for the energy above the lowest of the compared OMol25 structures with the same formula, charge and spin is 2.152 eV. The calculation puts the max |F| at 5.018 eV/Å. For the calculated total energy, the calculation gives -63110.723 eV. The structure (SMILES) is CCSC(=S)SCC(=O)c1ccc(-c2ccc(N)cn2)s1. The HOMO energy is -8.016 eV. The value obtained for the HOMO-LUMO gap is 0.2690 hartree.

2 unconnected molecules or ions with the total composition C14H14N4P in a non-equilibrium geometry. Source: OMol25; level of theory: ωB97M-V/def2-TZVPD.

Each line ends with the Löwdin charge.
Positions of all 33 atoms, in Å:
C  3.31023  -2.16775  1.77220  0.1876
C  2.51202  -1.52570  1.15165  -0.1025
C  1.36925  -1.06001  0.43260  -0.1994
C  1.30352  -1.24596  -0.94378  0.0510
C  0.19621  -0.82700  -1.64032  0.0207
C  -0.81938  -0.21361  -0.95601  0.0240
N  -0.74568  -0.01781  0.36621  0.0143
C  -1.86474  0.66055  0.99686  -0.2389
C  -1.72471  1.93214  1.52227  -0.0128
C  -2.85706  2.47876  2.07885  -0.0245
C  -4.04330  1.76849  2.08595  -0.0986
N  -4.16689  0.54762  1.56957  0.1031
C  -3.08448  0.01695  1.03067  -0.0867
C  0.32216  -0.43506  1.09515  -0.1946
P  0.39579  -0.08497  2.90798  0.7937
N  0.89476  1.36616  3.19373  -0.2556
H  4.03056  -2.74055  2.30611  0.0587
H  2.12160  -1.72614  -1.45807  0.1410
H  0.11300  -0.96544  -2.70607  0.0914
H  -1.70246  0.13473  -1.46708  0.1595
H  -0.77997  2.45309  1.51884  0.1134
H  -2.82070  3.46679  2.51129  0.1213
H  -4.92225  2.21669  2.52563  0.1200
H  -3.16899  -0.98022  0.60934  0.1325
H  1.16923  -1.14016  3.39466  0.0183
H  -0.92818  -0.33627  3.28844  0.0240
H  1.76072  1.39694  3.71934  -0.0118
C  2.88541  -0.36368  -5.09696  -0.0598
C  1.56994  -0.99334  -5.10587  -0.2799
N  0.53550  -1.48892  -5.14450  0.1355
H  3.64980  -1.10716  -5.31344  0.0889
H  2.92273  0.41555  -5.85532  0.0900
H  3.08317  0.08158  -4.12351  0.0764

The value obtained for the energy above the lowest of the compared OMol25 structures with the same formula, charge and spin is 0.000 eV. The calculation puts the max |F| at 1.219 eV/Å. For the calculated total energy, the calculation gives -29984.303 eV. As for the net charge: +1. The HOMO energy is -12.561 eV. The value obtained for the HOMO-LUMO gap is 0.2934 hartree.

C14H14O4 in the gas phase in a non-equilibrium geometry. Source: OMol25; level of theory: ωB97M-V/def2-TZVPD.

Each line ends with the Löwdin charge.
Positions of all 32 atoms, in Å:
C  4.17159  -2.18272  1.61209  -0.0280
C  3.90610  -1.17616  0.48795  -0.3167
C  3.08665  -1.36432  -0.53714  -0.0484
C  2.58016  -0.50976  -1.60623  -0.3319
O  1.96363  0.53236  -1.20932  -0.0994
C  0.60389  0.59621  -0.54441  0.1215
C  -0.31040  -0.50281  -0.51424  0.0721
C  -1.55338  -0.20246  -0.35167  -0.3846
C  -2.01514  1.01177  0.23711  -0.1494
C  -1.01037  1.99671  0.43759  -0.0216
C  0.18080  2.10430  0.01084  -0.3930
O  1.01478  3.02786  -0.00274  0.0790
H  1.98311  2.45875  -0.39353  0.2749
H  -1.33355  3.06576  0.92498  0.1876
C  -3.33690  1.05315  0.62116  -0.0535
C  -4.21799  -0.01940  0.71498  0.0729
C  -3.64369  -1.39590  0.05954  -0.2967
O  -4.39072  -2.27203  -0.08842  0.1523
O  -2.25679  -1.17466  -0.43181  0.1581
H  -5.21454  0.07895  0.99771  0.0717
H  -3.72557  1.98951  1.09270  0.1280
H  -0.05439  -1.23286  -0.93960  0.0271
H  3.39918  0.00032  -2.06557  0.1435
H  1.78508  -0.89449  -2.12811  0.1082
H  2.49590  -2.27281  -0.82643  0.1274
C  4.45632  0.20581  0.67856  -0.0299
H  5.39426  -0.10456  1.07606  0.0785
H  3.83026  0.91357  1.38382  0.1422
H  4.32633  0.71557  -0.12483  -0.0110
H  3.61841  -3.15500  1.45100  0.1059
H  3.90892  -1.69022  2.47253  0.0530
H  5.15923  -2.40944  1.35665  0.0605

The value obtained for the energy above the lowest of the compared OMol25 structures with the same formula, charge and spin is 11.495 eV. The calculation puts the max |F| at 14.690 eV/Å. For the calculated total energy, the calculation gives -22924.345 eV. The structure (SMILES) is CC(C)=CCOc1cc2oc(=O)ccc2cc1O. The HOMO energy is -7.531 eV. The value obtained for the HOMO-LUMO gap is 0.2794 hartree.